i:
Here is a molecular structure, C7H8 from OMol25. Energies are from ωB97M-V/def2-TZVPD.

```
15
C7H8 | OMol25 | ωB97M-V/def2-TZVPD
C 0.9813 -1.7102 0.7353
C 0.0456 -1.3890 -0.1828
C -0.4157 0.9107 1.6919
C 0.6063 0.2762 1.1172
C -1.1512 0.8890 0.4092
C -0.0176 0.1155 -0.2519
C 0.6819 0.6569 -1.4569
H 1.4031 -2.6074 1.1063
H -0.5157 -1.9934 -0.9903
H -0.7785 0.9081 2.7680
H -1.9153 0.0386 0.5525
H -1.5701 1.6956 -0.1638
H 0.9380 1.7384 -1.3292
H 0.1770 0.3353 -2.4809
H 1.5307 0.1356 -1.5246
```

The HOMO energy comes out at -9.0 eV. The LUMO energy comes out at 0.316 eV.

***

ii:
Here is a single C7H8 molecule from OMol25. Energies are from ωB97M-V/def2-TZVPD.

```
15
C7H8 | OMol25 | ωB97M-V/def2-TZVPD
C 0.0041 2.1503 -0.0387
C 0.1313 0.6612 0.1646
C 1.1146 -0.0720 -0.4684
C 1.0274 -1.4534 -0.6424
C -0.0777 -2.0440 0.0026
C -1.0989 -1.3168 0.6008
C -0.8749 0.0440 0.9110
H 0.8334 2.4894 -0.6763
H 0.0101 2.8652 0.7892
H -0.8697 2.4905 -0.6156
H 1.9014 0.4768 -0.9750
H 1.4754 -1.8804 -1.5302
H -0.2760 -3.0876 -0.2470
H -2.0041 -1.8212 0.9254
H -1.2965 0.4979 1.8000
```

The SMILES is Cc1ccccc1. The HOMO energy comes out at -8.7 eV. The LUMO energy comes out at 1.034 eV.

***

iii:
Here is a single C7H8 molecule from OMol25. Energies are from ωB97M-V/def2-TZVPD.

```
15
C7H8 | OMol25 | ωB97M-V/def2-TZVPD
C 2.9612 0.7782 -0.3116
C 1.7728 0.8967 -0.4680
C 0.3097 0.9629 -0.5463
C -0.3094 -0.1100 0.3838
C -0.1474 -1.5176 -0.2031
C -1.7164 0.1852 0.6854
C -2.8650 0.4197 0.9611
H 4.0148 0.6742 -0.1723
H -0.0256 0.7971 -1.5782
H -0.0362 1.9599 -0.2506
H 0.2434 -0.0637 1.3302
H -0.7799 -1.6400 -1.0887
H 0.8953 -1.6875 -0.4906
H -0.4369 -2.2781 0.5275
H -3.8805 0.6229 1.2213
```

The SMILES is C#CC[C@H](C)C#C. The HOMO energy comes out at -9.9 eV. The LUMO energy comes out at 1.037 eV.

***

iv:
Here is a single C7H8 molecule from OMol25. Energies are from ωB97M-V/def2-TZVPD.

```
15
C7H8 | OMol25 | ωB97M-V/def2-TZVPD
C 2.5543 0.6795 0.2589
C 1.5869 1.1063 -0.3186
C 0.2515 1.0515 -0.9133
C -0.2806 -0.0184 0.0971
C -0.0525 -1.4614 -0.3876
C -1.5855 0.2041 0.6959
C -2.5426 0.3858 1.4012
H 3.0648 0.0878 0.9819
H 0.3440 0.7077 -1.9511
H -0.3347 1.9757 -0.9023
H 0.3865 0.2377 0.9489
H -0.9148 -1.8365 -0.9503
H 0.8345 -1.5345 -1.0286
H 0.0992 -2.1233 0.4688
H -3.3840 0.5491 2.0299
```

The SMILES is C#CC[C@H](C)C#C. The HOMO energy comes out at -9.5 eV. The LUMO energy comes out at 0.945 eV.

***

It comes down to ii, which is 2.467 eV more stable than the next structure.

***

i:
Here is a single C7H8 molecule from OMol25. Energies are from ωB97M-V/def2-TZVPD.

```
15
C7H8 | OMol25 | ωB97M-V/def2-TZVPD
C -1.5109 1.3997 0.3882
C -0.4242 0.4660 0.0759
C 0.9127 0.8639 0.1777
C 1.8618 -0.0968 0.2470
C 1.4759 -1.4415 -0.0097
C 0.2067 -1.6581 -0.6157
C -0.8346 -0.7870 -0.3916
H -1.4469 2.4129 1.0951
H -2.4024 0.7315 0.7953
H -1.9926 2.0291 -0.5007
H 1.0507 1.8829 -0.1119
H 2.9039 0.3256 0.2160
H 2.0672 -2.4241 -0.0708
H 0.0216 -2.6551 -1.0871
H -1.8888 -1.0491 -0.2075
```

The SMILES is Cc1ccccc1. The HOMO energy comes out at -8.6 eV. The LUMO energy comes out at 0.962 eV.

***

ii:
Here is a single C7H8 molecule from OMol25. Energies are from ωB97M-V/def2-TZVPD.

```
15
C7H8 | OMol25 | ωB97M-V/def2-TZVPD
C 1.7187 1.9764 -0.2373
C 0.5643 1.3617 -0.2227
C -0.7043 1.1105 0.0794
C -1.0110 -0.3010 0.1683
C -2.2760 -0.7553 0.0819
C 0.0951 -1.1649 -0.3331
C 1.1597 -1.5173 0.4295
H 2.6358 1.4256 -0.4075
H 1.8011 3.0145 0.0622
H -1.4821 1.8601 -0.0127
H -3.1277 -0.0868 0.1641
H -2.4830 -1.8150 -0.0312
H -0.1823 -1.8610 -1.1251
H 1.7570 -2.3871 0.1780
H 1.5349 -0.8605 1.2060
```

The SMILES is C=C=CC(=C)C=C. The HOMO energy (spin up / spin down) comes out at -7.6 / -7.5 eV. The LUMO energy (spin up / spin down) comes out at -0.453 / 0.281 eV.

***

iii:
Here is a single C7H8 molecule from OMol25. Energies are from ωB97M-V/def2-TZVPD.

```
15
C7H8 | OMol25 | ωB97M-V/def2-TZVPD
C 1.7444 3.4928 0.5312
C 1.0499 2.5373 0.2565
C -0.0544 1.4074 0.1994
C -1.3064 1.1096 0.0094
C -0.2618 -0.0509 0.0533
C -0.0746 -0.5852 -1.3776
C -0.1994 -1.0033 1.2165
H 2.5126 4.1249 0.8517
H -2.3826 1.2572 -0.1585
H -0.3420 0.1519 -1.9882
H -0.6038 -1.4104 -1.5886
H 0.9429 -0.9430 -1.4662
H 0.7935 -1.6518 1.0804
H -0.9942 -1.6131 1.4182
H -0.2280 -0.4792 2.1831
```

The SMILES is C#CC1=CC1(C)C. The HOMO energy comes out at -9.3 eV. The LUMO energy comes out at 1.017 eV.

***

It comes down to i, which is 3.229 eV more stable than the next structure.

***

i:
Here is a single C7H8 molecule from OMol25. Energies are from ωB97M-V/def2-TZVPD.

```
15
C7H8 | OMol25 | ωB97M-V/def2-TZVPD
C -1.4243 -1.6839 0.0099
C -0.3840 -0.6030 0.2188
C 0.9201 -0.7578 -0.2596
C 1.7048 0.3563 -0.5411
C 1.2003 1.6334 -0.3161
C 0.0410 1.7700 0.4398
C -0.7374 0.6514 0.7233
H -1.5053 -2.4343 0.8020
H -2.4080 -1.2183 -0.1197
H -1.2055 -2.2064 -0.9287
H 1.3054 -1.7580 -0.4479
H 2.7030 0.2372 -0.9523
H 1.6986 2.5058 -0.7299
H -0.2620 2.7528 0.7893
H -1.6465 0.7548 1.3124
```

The SMILES is Cc1ccccc1. The HOMO energy comes out at -8.9 eV. The LUMO energy comes out at 1.114 eV.

***

ii:
Here is a single C7H8 molecule from OMol25. Energies are from ωB97M-V/def2-TZVPD.

```
15
C7H8 | OMol25 | ωB97M-V/def2-TZVPD
C -0.5162 -1.8391 0.6599
C 0.0148 -0.4771 0.3105
C -0.8691 0.7828 0.1765
C -0.2235 1.1295 -1.1382
C 0.3162 1.6947 0.2047
C 1.2529 0.4763 0.3386
C 0.7244 -0.0703 -0.9562
H 0.2045 -2.6387 0.4743
H -0.8718 -1.9037 1.6928
H -1.3885 -2.0426 0.0153
H -1.8634 1.0423 0.5172
H -0.7553 1.4151 -2.0441
H 0.3867 2.6482 0.7278
H 2.2961 0.4776 0.6563
H 1.2922 -0.6950 -1.6354
```

The SMILES is C[C@@]12[C@@H]3[C@H]4[C@@H]3[C@@H]1[C@H]42. The HOMO energy comes out at -8.5 eV. The LUMO energy comes out at 1.232 eV.

***

iii:
Here is a single C7H8 molecule from OMol25. Energies are from ωB97M-V/def2-TZVPD.

```
15
C7H8 | OMol25 | ωB97M-V/def2-TZVPD
C 0.3686 1.0454 -2.1419
C 0.1552 0.4143 -0.7915
C 1.1827 -0.2274 -0.1189
C 0.9463 -0.8739 1.0894
C -0.3164 -0.8107 1.6467
C -1.3642 -0.1842 0.9874
C -1.1126 0.4463 -0.2226
H 1.1963 0.5968 -2.6854
H 0.4806 2.1280 -2.0973
H -0.5179 0.8649 -2.7545
H 2.2069 -0.0662 -0.4404
H 1.7314 -1.3232 1.6819
H -0.5177 -1.3262 2.5781
H -2.3810 -0.2735 1.3457
H -1.9322 0.9337 -0.7360
```

The SMILES is Cc1ccccc1. The HOMO energy comes out at -9.0 eV. The LUMO energy comes out at 1.122 eV.

***

It comes down to iii, which is 0.238 eV more stable than the next structure.

***

i:
Here is a single C3H5NOS2 molecule from OMol25. Energies are from ωB97M-V/def2-TZVPD.

```
12
C3H5NOS2 | OMol25 | ωB97M-V/def2-TZVPD
C 0.2042 -1.5973 0.0614
C 0.8150 -0.2521 -0.0882
S 2.4226 -0.0478 -0.1277
N -0.0249 0.8264 -0.0240
O 0.5852 2.1103 -0.0293
C -1.3950 1.0007 0.0038
S -2.5667 -0.1185 -0.1382
H 0.9777 -2.3186 0.2168
H -0.3494 -1.9032 -0.8353
H -0.5736 -1.6672 0.8571
H 1.5412 1.8682 -0.0130
H -1.6364 2.0992 0.1167
```

The SMILES is CC(=S)N(O)C=S. The HOMO energy comes out at -9.2 eV. The LUMO energy comes out at -1.024 eV.

***

ii:
Here is a single C3H5NOS2 molecule from OMol25. Energies are from ωB97M-V/def2-TZVPD.

```
12
C3H5NOS2 | OMol25 | ωB97M-V/def2-TZVPD
O 1.6116 -1.1648 1.1260
N 2.1570 -0.4387 0.0365
C 1.6583 0.6370 -0.3858
S 0.0958 1.4501 -0.0463
C -0.8714 -0.0265 0.1591
C -2.2089 0.4770 -0.4510
S -3.2963 0.8910 0.6481
H 2.1755 -2.0743 0.9493
H 2.3094 0.9419 -1.2307
H -1.0255 -0.3917 1.1513
H -0.3811 -0.7558 -0.4490
H -2.2244 0.4548 -1.5075
```

The SMILES is O/N=C\SCC=S. The HOMO energy comes out at -8.9 eV. The LUMO energy comes out at -0.475 eV.

***

It comes down to i, which is 1.473 eV more stable than the next structure.

***

i:
Here is a molecular structure, C3H5NOS2 from OMol25. Energies are from ωB97M-V/def2-TZVPD.

```
12
C3H5NOS2 | OMol25 | ωB97M-V/def2-TZVPD
C -1.3118 1.1219 0.0592
C -1.8468 -0.2910 -0.0705
C 1.0039 -0.6401 0.4664
H -0.1924 0.9633 0.8963
H -2.4433 1.6798 0.4542
H -0.9258 1.4104 -1.0271
H 1.4101 -0.2511 1.5636
H 3.4619 -0.5613 -1.1465
N 1.7008 -0.7173 -0.8500
O 3.0520 -0.4506 -0.2362
S -3.3810 -0.8686 -0.3777
S -0.5275 -1.3955 0.2683
```

The HOMO energy comes out at -8.8 eV. The LUMO energy comes out at -1.130 eV.

***

ii:
Here is a single C3H5NOS2 molecule from OMol25. Energies are from ωB97M-V/def2-TZVPD.

```
12
C3H5NOS2 | OMol25 | ωB97M-V/def2-TZVPD
O -1.2730 1.7482 0.2307
C -0.0432 1.7681 0.3091
N 0.7587 0.6947 0.1903
C 0.1938 -0.6257 0.5914
C -0.0396 -1.5875 -0.5344
S 0.7731 -2.9791 -0.7709
S -1.2456 -1.1457 -1.7312
H 0.4848 2.7302 0.2184
H 1.7627 0.7728 0.3115
H 0.8742 -1.0618 1.3116
H -0.7588 -0.4138 1.1285
H -1.4872 0.0997 -1.2551
```

The SMILES is O=CNCC(=S)S. The HOMO energy comes out at -9.0 eV. The LUMO energy comes out at -0.408 eV.

***

It comes down to ii, which is 6.745 eV more stable than the next structure.